# 1
{"formula": "C59H37AsHfN12OS", "method": "wB97M-V/def2-TZVPD", "spin_multiplicity": 1, "homo_energy_ev": [-6.62, -6.62], "relative_energy_kcal_mol": 59.6, "lumo_energy_ev": [-1.5492, -1.5485], "homo_lumo_gap_ev": [5.1, 5.1], "symbols": ["Hf", "C", "C", "C", "C", "C", "N", "C", "N", "C", "C", "C", "C", "C", "C", "C", "C", "N", "C", "N", "C", "N", "C", "N", "C", "N", "C", "C", "C", "C", "C", "C", "C", "C", "C", "C", "C", "C", "N", "C", "C", "H", "H", "H", "H", "H", "H", "H", "H", "H", "H", "H", "H", "H", "H", "H", "H", "S", "C", "C", "C", "C", "C", "C", "As", "C", "C", "C", "C", "C", "C", "C", "C", "C", "C", "C", "C", "H", "H", "H", "H", "H", "H", "H", "H", "H", "H", "H", "H", "H", "H", "N", "C", "C", "C", "C", "C", "C", "H", "H", "H", "H", "H", "H", "H", "O", "N", "C", "C", "N", "C", "N"], "xyz": [[-0.23703, -0.42372, -0.73603], [-3.10529, 5.42695, -2.02113], [-1.82990, 5.94654, -2.07778], [-0.71168, 5.18176, -1.84268], [-0.91310, 3.80401, -1.57962], [-0.04874, 2.66548, -1.52014], [-0.75954, 1.54570, -1.44456], [-2.06351, 1.92002, -1.36787], [-3.13636, 0.89891, -1.37009], [-2.99177, -0.35823, -2.03116], [-4.10564, -1.08837, -2.05890], [-5.33986, -0.77252, -1.44878], [-6.33706, -1.72974, -1.46015], [-6.01802, -2.95550, -1.98979], [-4.75251, -3.37762, -2.36504], [-3.73313, -2.43903, -2.30807], [-2.34545, -2.33727, -2.40591], [-1.49151, -3.41584, -2.56300], [-0.19493, -3.33596, -2.39145], [0.53523, -2.18264, -1.92465], [1.82289, -2.51260, -2.07891], [2.89076, -1.69383, -2.12487], [2.69702, -0.39136, -2.14826], [1.59031, 0.36142, -1.76874], [2.02217, 1.68344, -1.84725], [1.34351, 2.76329, -1.59952], [3.43365, 1.74119, -2.23418], [4.27456, 2.79054, -2.53449], [5.54342, 2.53744, -3.04339], [5.95452, 1.20090, -3.18664], [5.09171, 0.14833, -2.95450], [3.82556, 0.44877, -2.48463], [2.00609, -3.92226, -2.37385], [3.15392, -4.64977, -2.60881], [2.94066, -5.96808, -3.05988], [1.68623, -6.45304, -3.34461], [0.57295, -5.65878, -3.23888], [0.74472, -4.43067, -2.62980], [-1.88398, -1.06136, -2.14392], [-2.25490, 3.26998, -1.52880], [-3.32336, 4.11413, -1.75192], [-3.92457, 6.10673, -2.18271], [-1.61015, 6.99377, -2.16998], [0.32852, 5.55971, -1.89167], [-5.96323, 0.64336, 0.02937], [-7.32341, -1.42981, -1.11437], [-6.77690, -3.74160, -1.92366], [-4.50671, -4.40841, -2.59875], [3.83646, 3.76440, -2.42404], [6.21520, 3.33212, -3.36778], [6.95819, 1.05488, -3.60277], [5.44298, -0.88335, -3.02753], [4.20301, -4.24848, -2.47474], [3.82389, -6.62140, -3.18081], [1.49889, -7.43242, -3.70815], [-0.37783, -6.03379, -3.41909], [-4.26946, 3.62975, -1.73178], [1.39625, -1.03786, 1.13976], [2.59938, 0.20620, 1.17171], [3.90937, -0.07888, 0.82640], [4.89765, 0.91984, 0.90369], [4.59670, 2.22232, 1.23145], [3.26903, 2.54263, 1.55308], [2.30189, 1.55117, 1.49764], [0.48776, 1.83994, 1.99575], [0.50660, 0.90384, 3.71443], [1.65847, 0.44766, 4.36484], [1.60653, -0.30005, 5.54734], [0.38793, -0.51712, 6.14927], [-0.74954, -0.03751, 5.51725], [-0.73175, 0.61341, 4.30005], [0.62786, 3.64460, 2.85405], [1.48236, 3.97436, 3.91089], [1.49039, 5.22370, 4.52447], [0.58932, 6.16818, 4.07726], [-0.22266, 5.89089, 2.98036], [-0.21540, 4.62345, 2.37719], [4.26888, -1.09599, 0.55915], [5.95274, 0.59267, 0.71691], [5.38046, 2.99289, 1.40571], [3.01165, 3.53667, 1.91690], [2.65460, 0.55504, 3.93375], [2.54176, -0.59286, 6.03958], [0.31713, -1.05515, 7.12033], [-1.70683, -0.11002, 6.05400], [-1.64786, 0.96950, 3.89572], [2.18701, 3.20824, 4.29537], [2.19856, 5.38752, 5.34824], [0.54171, 7.12733, 4.55623], [-0.88792, 6.59759, 2.60954], [-0.92288, 4.42438, 1.58193], [-1.30509, -2.29079, 0.58841], [-1.33584, -3.74944, 0.58924], [-0.14292, -4.48403, 0.53660], [-0.15285, -5.84204, 0.71537], [-1.39511, -6.48102, 0.83372], [-2.58272, -5.80053, 0.76042], [-2.53066, -4.41518, 0.63234], [-0.81555, -1.95358, 1.42793], [-2.25513, -1.94269, 0.69448], [0.81913, -3.89076, 0.46070], [0.80041, -6.45420, 0.72508], [-1.38049, -7.55557, 1.07497], [-3.49380, -6.32698, 0.77469], [-3.43899, -3.83083, 0.60999], [-1.89805, 0.14227, 0.59032], [-2.52596, 1.02187, 1.29037], [-3.62205, 1.53128, 0.83138], [-4.30082, 2.53995, 1.62007], [-4.88666, 3.34921, 2.17760], [-4.09838, 1.05672, -0.47951], [-5.34311, 0.46170, -0.74327]], "lowdin_charge": [1.5354, -0.0871, -0.1047, -0.0124, -0.0886, -0.2941, 0.0002, -0.2152, 0.1349, -0.2481, -0.0789, -0.1419, -0.0446, -0.1013, -0.0232, -0.1112, -0.2770, 0.2145, -0.2546, 0.0249, -0.2859, 0.2079, -0.2626, 0.0301, -0.2899, 0.2189, -0.1136, -0.0038, -0.0514, -0.0734, -0.0044, -0.1321, -0.1308, 0.0076, -0.0734, -0.0775, 0.0041, -0.1137, 0.0543, -0.1265, -0.0326, 0.1060, 0.0978, 0.1225, 0.1526, 0.1149, 0.1096, 0.1153, 0.1128, 0.1078, 0.1083, 0.1193, 0.1360, 0.1120, 0.1003, 0.1005, 0.1034, 0.6275, -0.7201, -0.1312, -0.0970, -0.0872, -0.0938, -0.4568, 1.3277, -0.3863, -0.1149, -0.0891, -0.1042, -0.1041, -0.1143, -0.3640, -0.1202, -0.0876, -0.0922, -0.0713, -0.1151, 0.1168, 0.1189, 0.1156, 0.0950, 0.1037, 0.1078, 0.1133, 0.1070, 0.0750, 0.1089, 0.1099, 0.0957, 0.0787, 0.0854, 0.0035, -0.2818, -0.0580, -0.0779, -0.1016, -0.0721, -0.0384, 0.0290, 0.0836, 0.1098, 0.1309, 0.1083, 0.0924, 0.1117, -0.3701, 0.0255, -0.2109, -0.1503, 0.1697, -0.1310, 0.1930]}



# 2
{"formula": "C4H6N2", "method": "wB97M-V/def2-TZVPD", "spin_multiplicity": 1, "homo_energy_ev": -7.97, "relative_energy_kcal_mol": 103.7, "lumo_energy_ev": 0.6168, "homo_lumo_gap_ev": 8.6, "symbols": ["N", "C", "C", "C", "C", "N", "H", "H", "H", "H", "H", "H"], "xyz": [[-1.51992, 0.05026, -1.97022], [-0.31576, -0.19949, -1.42068], [0.02015, -0.78195, -0.28755], [0.64494, -0.89802, 0.88955], [0.94302, 0.34633, 1.59957], [0.54010, 1.48277, 1.17301], [-1.53136, 0.63003, -2.79401], [-2.32747, 0.14761, -1.36787], [0.25106, -1.37582, -1.45819], [0.90050, -1.85673, 1.32640], [1.52886, 0.22849, 2.52161], [0.86588, 2.22653, 1.78838]], "nbo_charge": [-0.7870, -0.0029, -0.0124, -0.4363, 0.1127, -0.6592, 0.3912, 0.3799, 0.2955, 0.2280, 0.1551, 0.3353]}



# 3
{"formula": "C2H12NO3", "method": "wB97M-V/def2-TZVPD", "spin_multiplicity": 1, "homo_energy_ev": -14.09, "relative_energy_kcal_mol": 43.0, "lumo_energy_ev": -3.5809, "charge": 1, "homo_lumo_gap_ev": 10.5, "symbols": ["C", "C", "N", "H", "H", "H", "H", "H", "H", "H", "H", "O", "H", "H", "O", "H", "H", "O"], "xyz": [[1.78277, 0.89440, -0.63153], [2.16494, 2.14256, -0.42791], [0.40078, 0.45469, -0.25787], [2.12711, 0.29421, -1.45836], [2.65130, 2.65092, -1.26385], [2.06746, 2.85793, 0.37444], [-0.18160, 1.26696, -0.06243], [0.00785, -0.11960, -1.03172], [0.34618, -0.11108, 0.59995], [-0.15652, -1.48848, -2.73388], [-1.11268, -0.39040, -3.26409], [-0.82884, -0.85107, -2.46656], [-2.13192, -4.43786, 1.15093], [-2.19508, -3.83502, 2.53895], [-1.80160, -3.69673, 1.67115], [-1.85608, 1.31239, 2.41348], [-0.31431, 1.58981, 2.77025], [-0.96977, 1.46637, 2.07904]], "nbo_charge": [-0.0621, -0.3390, -0.7212, 0.2149, 0.2401, 0.2369, 0.4615, 0.4744, 0.4482, 0.4923, 0.5053, -0.9575, 0.4751, 0.4748, -0.9496, 0.5054, 0.4950, -0.9946]}



# 4
{"formula": "C14H69F2I2N3O24S2", "method": "wB97M-V/def2-TZVPD", "spin_multiplicity": 1, "homo_energy_ev": -8.67, "lumo_energy_ev": -0.1402, "homo_lumo_gap_ev": 8.5, "symbols": ["C", "C", "S", "C", "C", "N", "N", "C", "S", "C", "C", "N", "C", "C", "C", "F", "O", "C", "F", "C", "I", "C", "C", "I", "H", "H", "H", "H", "H", "H", "H", "H", "H", "H", "H", "H", "H", "H", "H", "H", "H", "H", "H", "H", "H", "H", "H", "O", "H", "H", "O", "H", "H", "O", "H", "H", "O", "H", "H", "O", "H", "H", "O", "H", "H", "O", "H", "H", "O", "H", "H", "O", "H", "H", "O", "H", "H", "O", "H", "H", "O", "H", "H", "O", "H", "H", "O", "H", "H", "O", "H", "H", "O", "H", "H", "O", "H", "H", "O", "H", "H", "O", "H", "H", "O", "H", "H", "O", "H", "H", "O", "H", "H", "O", "H", "H"], "xyz": [[4.57644, 0.38494, -1.10377], [3.38437, 0.90631, -0.31405], [2.25542, 1.70590, -1.52100], [0.52323, 1.48743, -0.96970], [-0.32547, 1.00022, -2.15799], [0.22781, -0.26278, -2.64647], [0.83748, -0.13553, -3.96427], [0.54384, -1.09380, -4.69369], [0.13673, -2.29340, -5.58662], [-1.82464, 0.72923, -1.74560], [-2.66213, 0.94035, -3.03414], [-4.05456, 1.34187, -2.77681], [-2.26478, 1.67945, -0.63193], [-2.16369, 3.17284, -0.97728], [-1.64830, 3.98245, 0.22038], [-3.44634, 3.67516, -1.24694], [-1.86151, -0.62671, -1.29606], [-3.12522, -1.14081, -1.11343], [-3.53031, -1.84928, -2.22929], [-3.11311, -1.99766, 0.13624], [-3.90434, -0.98304, 1.81484], [-2.64182, -3.23016, 0.24181], [-2.64836, -3.96880, 1.54159], [-1.79672, -4.26313, -1.38361], [4.88679, 1.04772, -1.90400], [5.40366, 0.23822, -0.41430], [4.32413, -0.58106, -1.53269], [3.69908, 1.67553, 0.37322], [2.84072, 0.12660, 0.20681], [0.48868, 0.81380, -0.11527], [0.22551, 2.46424, -0.61411], [-0.25998, 1.72955, -2.95624], [0.86503, -0.68138, -1.98586], [-2.66616, 0.03119, -3.63202], [-2.19356, 1.70203, -3.65264], [-4.66909, 0.60853, -3.11169], [-4.28776, 2.21578, -3.21824], [-3.30343, 1.49631, -0.37117], [-1.69879, 1.43170, 0.26086], [-1.54397, 3.32896, -1.85709], [-2.47485, 4.29597, 0.84229], [-0.98294, 3.37428, 0.81726], [-1.05296, 4.81032, -0.14598], [-3.87909, -0.36804, -0.98504], [-2.50109, -5.03583, 1.40630], [-3.60905, -3.84650, 2.03056], [-1.88752, -3.59835, 2.22812], [4.22166, 1.38003, 2.61197], [4.13016, 0.44972, 2.88313], [4.09298, 1.88694, 3.41783], [-0.58666, 5.17533, 2.47555], [0.09013, 5.84471, 2.63249], [-1.32516, 5.45426, 3.02465], [3.60146, -3.02129, -1.92007], [3.49543, -3.91697, -2.27259], [2.83233, -2.54788, -2.25020], [-6.46543, 4.74701, -1.34382], [-6.43700, 5.70493, -1.26931], [-5.56051, 4.46296, -1.17235], [1.82782, 4.43034, -4.15582], [2.27056, 4.00137, -3.41481], [1.50272, 3.69604, -4.68809], [-4.27044, -6.25279, -3.63160], [-5.17278, -6.17933, -3.30828], [-3.76697, -5.64290, -3.07989], [-4.95746, 1.44178, 4.21283], [-5.71136, 2.03735, 4.26333], [-5.12012, 0.92005, 3.42037], [-0.40334, -3.90911, 4.29162], [-0.48602, -4.82432, 4.57675], [-0.43942, -3.41019, 5.11427], [-2.48070, 7.19955, 0.37548], [-3.21116, 6.72011, -0.02751], [-2.02694, 7.60636, -0.36856], [3.79912, -1.33401, 3.41308], [2.87802, -1.60124, 3.32884], [4.10851, -1.83469, 4.17832], [4.59943, -4.19643, 0.66794], [4.69729, -3.91704, -0.25153], [4.55091, -3.36943, 1.15874], [0.17958, -5.03421, -7.88774], [0.32244, -4.59983, -8.73380], [-0.04949, -4.31806, -7.28747], [-6.40432, -0.15535, -3.74048], [-6.53894, -1.05680, -4.04995], [-7.19105, 0.31985, -4.02548], [4.63264, 3.22460, -3.36187], [4.09489, 2.91564, -2.61937], [4.99946, 4.06421, -3.06406], [3.34303, -6.17827, -1.61804], [3.21517, -5.96810, -0.68432], [3.67387, -7.08068, -1.61830], [1.74100, 7.21068, 2.12185], [2.21673, 6.42305, 1.83626], [2.09758, 7.91407, 1.57188], [2.93075, -2.54221, 5.97899], [2.82902, -3.46401, 6.24142], [2.79772, -2.04861, 6.79585], [3.95730, -5.52047, 5.95010], [4.70238, -5.76381, 5.39216], [3.42516, -6.32046, 5.99944], [0.88858, -2.11728, 8.22692], [-0.01057, -1.81461, 8.38429], [1.24996, -2.26407, 9.10911], [-0.40020, 5.94058, -5.34018], [-0.38615, 6.89586, -5.23964], [0.50130, 5.66201, -5.12815], [3.43567, -2.93915, 10.09149], [3.27533, -3.83933, 9.79070], [4.24508, -2.99328, 10.60758], [7.68757, 2.08565, -2.13085], [7.58818, 1.19834, -2.48836], [6.91321, 2.55543, -2.46112], [-5.80265, -4.98816, 1.69984], [-6.36866, -4.21241, 1.63149], [-5.49575, -5.13728, 0.79967]], "lowdin_charge": [-0.1522, -0.4915, 0.9249, -0.3854, -0.3116, -0.0280, 0.0268, -0.7514, 0.8009, -0.3804, -0.1590, 0.0378, -0.0912, -0.3225, -0.0535, -0.0443, -0.0324, -0.4988, -0.0276, -0.6375, 1.0724, -0.7737, -0.2226, 1.0240, 0.0336, 0.0830, 0.0529, 0.0384, 0.0733, 0.1022, 0.0446, 0.1244, 0.1033, 0.1240, 0.1170, 0.0284, 0.0759, 0.0999, 0.1114, 0.1388, 0.0838, 0.0605, 0.0768, 0.1002, 0.0552, 0.0166, 0.0635, -0.0714, -0.0060, 0.0352, -0.0561, 0.0082, 0.0484, -0.0541, 0.0288, 0.0310, -0.0579, 0.0281, 0.0019, -0.0587, -0.0087, 0.0517, -0.0780, 0.0278, -0.0667, -0.0865, 0.0360, -0.0765, -0.0506, 0.0367, 0.0337, -0.0522, 0.0261, 0.0384, -0.0532, 0.0534, 0.0326, -0.0644, 0.0045, 0.0236, -0.0670, 0.0351, -0.0526, -0.0465, 0.0483, 0.0498, -0.0657, -0.0530, 0.0523, -0.0524, 0.0324, 0.0416, -0.0480, 0.0451, 0.0432, -0.0559, 0.0124, 0.0236, -0.0458, 0.0454, 0.0397, -0.0518, 0.0422, 0.0201, -0.0699, 0.0276, -0.0087, -0.0509, 0.0392, 0.0411, -0.0600, 0.0343, 0.0008, -0.0559, 0.0379, 0.0355]}



# 5
{"formula": "C3H4BrI", "method": "wB97M-V/def2-TZVPD", "spin_multiplicity": 1, "homo_energy_ev": -9.49, "relative_energy_kcal_mol": 7.3, "lumo_energy_ev": -0.0014, "homo_lumo_gap_ev": 9.5, "symbols": ["C", "C", "C", "Br", "I", "H", "H", "H", "H"], "xyz": [[0.59180, -0.53755, -0.07640], [-0.41401, 0.19778, -0.54737], [-1.66613, 0.46362, 0.25950], [-2.46805, 2.20660, -0.00509], [-3.20641, -1.02343, -0.00181], [1.40822, -0.64674, -0.69841], [0.76195, -0.82272, 0.97979], [-0.16944, 0.54470, -1.59190], [-1.36344, 0.37334, 1.29276]], "nbo_charge": [-0.3527, -0.2510, -0.4360, 0.0544, 0.1335, 0.1977, 0.1966, 0.2311, 0.2265]}



> Which formula does entry 2 have?

C4H6N2



Please write out number 3 again, unchanged.
{"formula": "C2H12NO3", "method": "wB97M-V/def2-TZVPD", "spin_multiplicity": 1, "homo_energy_ev": -14.09, "relative_energy_kcal_mol": 43.0, "lumo_energy_ev": -3.5809, "charge": 1, "homo_lumo_gap_ev": 10.5, "symbols": ["C", "C", "N", "H", "H", "H", "H", "H", "H", "H", "H", "O", "H", "H", "O", "H", "H", "O"], "xyz": [[1.78277, 0.89440, -0.63153], [2.16494, 2.14256, -0.42791], [0.40078, 0.45469, -0.25787], [2.12711, 0.29421, -1.45836], [2.65130, 2.65092, -1.26385], [2.06746, 2.85793, 0.37444], [-0.18160, 1.26696, -0.06243], [0.00785, -0.11960, -1.03172], [0.34618, -0.11108, 0.59995], [-0.15652, -1.48848, -2.73388], [-1.11268, -0.39040, -3.26409], [-0.82884, -0.85107, -2.46656], [-2.13192, -4.43786, 1.15093], [-2.19508, -3.83502, 2.53895], [-1.80160, -3.69673, 1.67115], [-1.85608, 1.31239, 2.41348], [-0.31431, 1.58981, 2.77025], [-0.96977, 1.46637, 2.07904]], "nbo_charge": [-0.0621, -0.3390, -0.7212, 0.2149, 0.2401, 0.2369, 0.4615, 0.4744, 0.4482, 0.4923, 0.5053, -0.9575, 0.4751, 0.4748, -0.9496, 0.5054, 0.4950, -0.9946]}